Entry 1:
This record from the OMol25 dataset describes C3H7IN2Si as an isolated structure at a distorted geometry. The level of theory is wB97M-V/def2-TZVPD.

Values from the calculation:
LUMO energy = 0.0094 Eh
energy above the lowest of the compared OMol25 structures with the same formula, charge and spin = 76.4 kcal/mol
HOMO-LUMO gap = 0.3306 hartree
molar mass = 226.093 g/mol

CARTESIAN COORDINATES (ANGSTROEM)
C  -1.240  -2.366  0.149
C  -1.978  -1.306  0.869
C  0.831  0.992  -1.511
N  -0.272  -2.056  -0.682
N  -1.452  -0.021  0.487
Si  -0.194  -0.297  -0.549
I  4.593  3.435  1.453
H  -1.453  -3.481  0.135
H  -3.050  -1.308  0.699
H  -1.889  -1.334  1.919
H  0.645  1.860  -0.856
H  1.757  0.633  -1.702
H  0.431  1.186  -2.574
H  3.272  4.065  2.162

---

Entry 2:
This record from the OMol25 dataset describes C5H10F9N2OSn as an isolated structure at a distorted geometry. The level of theory is wB97M-V/def2-TZVPD.

Values from the calculation:
LUMO energy = -0.1352 Eh
total charge = +1
energy above the lowest of the compared OMol25 structures with the same formula, charge and spin = 0.0 kcal/mol
HOMO-LUMO gap = 0.3729 hartree
molar mass = 403.841 g/mol

CARTESIAN COORDINATES (ANGSTROEM)
C  1.844  -2.211  2.153
Sn  -0.314  -1.593  0.082
N  -0.968  -1.109  -2.105
N  1.868  -1.956  -1.251
H  -0.480  -0.255  -2.394
H  0.739  -2.179  1.959
H  1.939  -2.022  3.234
H  2.390  -1.444  1.588
H  2.204  -3.202  1.856
H  2.141  -1.097  -1.734
H  1.643  -2.636  -1.993
H  2.718  -2.293  -0.775
H  -0.757  -1.877  -2.745
H  -1.971  -0.916  -2.086
F  -1.247  0.203  2.149
C  -0.769  1.443  1.763
F  -1.600  2.374  2.281
F  0.450  1.583  2.333
C  -0.677  1.470  0.221
O  0.159  0.413  -0.172
C  -2.111  1.338  -0.382
F  -2.998  2.283  -0.007
F  -2.065  1.339  -1.755
F  -2.636  0.097  -0.028
C  -0.023  2.763  -0.393
F  -0.882  3.818  -0.315
F  1.131  3.123  0.222
F  0.273  2.541  -1.707

---

Entry 3:
This record from the OMol25 dataset describes C40H38AsGeO6PPdS as an isolated structure at a distorted geometry. The level of theory is wB97M-V/def2-TZVPD.

Values from the calculation:
LUMO energy = 0.1453 Eh
total charge = -2
energy above the lowest of the compared OMol25 structures with the same formula, charge and spin = 21.0 kcal/mol
HOMO-LUMO gap = 0.2150 hartree
molar mass = 931.731 g/mol

CARTESIAN COORDINATES (ANGSTROEM)
Pd  -0.119  0.061  0.235
C  -1.214  4.119  0.260
C  -0.898  5.029  -0.907
As  -1.901  6.727  -0.936
C  -3.664  5.979  -1.372
C  -3.934  5.369  -2.590
C  -5.159  4.776  -2.828
C  -6.135  4.780  -1.847
C  -5.884  5.390  -0.631
C  -4.661  5.994  -0.402
C  -1.456  7.237  -2.794
C  -2.248  8.202  -3.412
C  -2.020  8.588  -4.720
C  -0.978  8.021  -5.435
C  -0.176  7.066  -4.833
C  -0.411  6.683  -3.523
P  -0.516  2.380  -0.003
C  -1.598  2.282  -1.650
C  -1.342  2.446  -3.007
C  -2.323  2.202  -3.954
C  -3.584  1.793  -3.565
C  -3.867  1.641  -2.218
C  -2.880  1.877  -1.290
C  1.103  2.590  -0.851
C  2.053  3.548  -0.515
C  3.298  3.556  -1.124
C  3.632  2.574  -2.040
C  2.711  1.583  -2.345
C  1.451  1.599  -1.776
H  -2.298  4.008  0.375
H  -0.810  4.520  1.190
H  -1.118  4.515  -1.844
H  0.164  5.284  -0.892
H  -3.173  5.349  -3.360
H  -5.346  4.290  -3.775
H  -7.088  4.301  -2.027
H  -6.642  5.384  0.142
H  -4.461  6.478  0.550
H  -3.067  8.641  -2.850
H  -2.662  9.324  -5.190
H  -0.790  8.323  -6.457
H  0.628  6.603  -5.389
H  0.223  5.932  -3.071
H  -0.358  2.761  -3.337
H  -2.096  2.321  -5.008
H  -4.340  1.571  -4.309
H  -4.854  1.326  -1.901
H  -3.070  1.714  -0.230
H  1.839  4.264  0.268
H  4.018  4.325  -0.865
H  4.609  2.567  -2.512
H  2.982  0.777  -3.015
H  0.722  0.834  -2.055
C  -3.374  -1.857  -1.185
O  -2.453  -1.171  -0.348
C  -1.392  -0.620  -0.983
O  -1.262  -0.704  -2.188
H  -4.046  -2.412  -0.533
H  -2.825  -2.536  -1.843
H  -3.926  -1.144  -1.805
O  -0.391  0.577  2.677
S  0.807  1.340  2.335
O  0.334  2.678  1.676
O  1.675  0.662  1.365
O  1.553  1.731  3.517
Ge  0.739  -2.090  0.077
C  -0.546  -3.168  1.175
C  -1.048  -4.420  0.839
C  -2.005  -5.045  1.621
C  -2.452  -4.436  2.782
C  -1.971  -3.184  3.128
C  -1.048  -2.545  2.317
C  2.482  -2.620  0.901
C  2.835  -2.081  2.133
C  4.057  -2.373  2.711
C  4.950  -3.214  2.068
C  4.618  -3.751  0.837
C  3.395  -3.451  0.265
H  0.797  -3.051  -1.169
H  -0.693  -4.901  -0.065
H  -2.408  -6.011  1.332
H  -3.184  -4.935  3.408
H  -2.330  -2.704  4.032
H  -0.730  -1.532  2.563
H  2.163  -1.389  2.622
H  4.323  -1.938  3.666
H  5.905  -3.449  2.523
H  5.320  -4.403  0.327
H  3.133  -3.857  -0.704

---

Entry 4:
This record from the OMol25 dataset describes an isolated ion of composition C18H24F3N2O6S and charge -1 at a distorted geometry. The level of theory is wB97M-V/def2-TZVPD.

Values from the calculation:
SMILES string = CC(C)(C)OC(=O)N(/N=C(\[O-])OC(C)(C)C)[C@@H](c1ccccc1)S(=O)(=O)C(F)(F)F
LUMO energy = 0.1039 Eh
total charge = -1
HOMO-LUMO gap = 0.2482 hartree
molar mass = 453.459 g/mol

CARTESIAN COORDINATES (ANGSTROEM)
C  -3.708  -1.626  2.860
C  -3.860  -0.943  1.525
C  -4.296  -1.864  0.409
C  -4.849  0.207  1.627
O  -2.616  -0.320  1.117
C  -1.498  -1.115  1.120
O  -1.373  -2.212  1.672
N  -0.562  -0.439  0.331
N  0.530  -1.160  0.029
C  1.601  -0.602  0.705
O  1.551  0.044  1.749
O  2.747  -0.966  0.054
C  4.023  -0.263  0.362
C  4.658  -0.968  1.558
C  3.916  1.236  0.629
C  4.755  -0.496  -0.973
C  -0.742  0.212  -1.137
C  0.087  1.537  -1.209
C  -0.324  2.363  -0.189
C  0.365  3.532  0.107
C  1.378  3.932  -0.761
C  1.693  3.197  -1.891
C  1.038  1.970  -2.135
S  -0.411  -0.753  -2.662
O  0.808  -1.486  -2.651
O  -0.731  0.080  -3.801
C  -1.763  -2.038  -2.740
F  -1.574  -2.718  -3.882
F  -2.963  -1.418  -2.793
F  -1.765  -2.925  -1.718
H  -3.493  -0.898  3.647
H  -4.629  -2.148  3.132
H  -2.890  -2.339  2.816
H  -4.312  -1.323  -0.544
H  -3.577  -2.678  0.331
H  -5.294  -2.271  0.588
H  -4.862  0.844  0.725
H  -5.871  -0.168  1.764
H  -4.643  0.849  2.495
H  4.690  -2.048  1.370
H  5.681  -0.607  1.747
H  4.036  -0.770  2.446
H  3.436  1.753  -0.225
H  3.346  1.409  1.558
H  4.939  1.655  0.744
H  4.136  -0.054  -1.784
H  5.763  -0.041  -0.998
H  4.825  -1.584  -1.152
H  -1.880  0.423  -1.198
H  -1.160  1.980  0.403
H  0.040  4.074  1.002
H  1.845  4.893  -0.546
H  2.429  3.603  -2.597
H  1.330  1.444  -3.038

---

Which energy belongs to each record? In order, -22181.324; -40659.323; -195341.101; -53307.366 eV.